# C5H11N2

A cluster of 2 separate species, C5H11N2 in total (the ωB97M-V functional and the def2-TZVPD basis, OMol25).

Values from the calculation:
Electronic energy: -306.24010 Ha
Net charge: +1
ΔE to the lowest compared entry with this formula, charge and spin: 90.0 kcal/mol

Last column: Mulliken charge in e.
CARTESIAN COORDINATES (ANGSTROEM)
1 C -0.88263 -1.00563 -2.25188  -0.80
2 C -2.11033 -1.24279 -0.16638  0.01
3 N -1.07879 -0.90349 -0.84229  0.15
4 H -0.24406 -1.86062 -2.49232  0.32
5 H -0.40972 -0.09554 -2.57260  0.32
6 H -1.81768 -1.09778 -2.76846  0.35
7 H -2.97855 -1.66096 -0.68191  0.27
8 H -2.17414 -1.35141 0.91781  0.24
9 H -0.40233 -0.40452 -0.15666  0.04
10 C 0.60109 1.31766 0.83602  -0.13
11 C 0.30957 0.16483 1.57876  -1.02
12 C 2.81793 1.82465 1.14409  -0.21
13 N 1.83038 1.64548 0.27200  -0.36
14 H -0.26773 1.82677 0.41624  0.44
15 H 0.89639 -0.77849 1.38602  0.42
16 H -0.56765 0.07419 2.28086  0.38
17 H 3.83963 1.48525 0.91499  0.28
18 H 2.63862 2.06242 2.18571  0.31